<A>
A 2-piece molecular cluster, C5H12NO overall, computed with wB97M-V/def2-TZVPD.

Geometry as XYZ:
```
19
Properties=species:S:1:pos:R:3:lowdin_charge:R:1
C 2.99093 -0.50149 0.91966 -0.0904
C 1.55278 0.04210 1.08268 -0.2219
C 0.67223 -0.39867 -0.05255 -0.0377
C -0.63383 -0.17181 -0.12950 -0.0319
N -1.37595 -1.10050 -1.01205 0.0531
C -2.62364 -1.26181 -0.87273 0.1553
H 3.50618 -0.39404 1.86285 0.0777
H 3.53701 -0.05454 0.09484 0.0801
H 2.85865 -1.55757 0.66319 0.0744
H 1.59592 1.13140 1.16261 0.1206
H 1.17580 -0.36771 2.01703 0.1223
H 1.09850 -1.18080 -0.67249 0.1239
H -1.33759 0.64880 -0.03540 0.1056
H -0.98146 -1.43183 -1.89117 0.1827
H -3.13395 -1.20967 0.08362 0.1317
H -3.28781 -1.78635 -1.54672 0.1228
H -2.36735 3.63159 -1.01012 0.0518
H -1.24751 3.11884 -0.06677 0.0385
O -1.99889 2.84406 -0.59699 -0.0586
```

Values from the calculation:
charge	+1
lowest unoccupied orbital energy	-5.08	eV
molecular weight	102.16	g/mol
highest occupied orbital energy	-14.27	eV

<B>
An isolated ion of composition C5H12NO and charge +1, computed with wB97M-V/def2-TZVPD.

Geometry as XYZ:
```
19
Properties=species:S:1:pos:R:3:lowdin_charge:R:1
C 0.90511 1.79244 -1.53124 0.1606
N 1.14569 0.65945 -1.02346 0.0743
C 1.17084 0.62178 0.47484 -0.1318
C -0.23768 0.54373 1.07842 -0.1740
C -1.06183 -0.80703 1.07236 -0.1435
C -1.31374 -1.37366 -0.38383 -0.2043
O -0.09176 -1.90774 -0.93340 -0.0866
H 0.68828 1.87967 -2.61842 0.1372
H 1.12323 2.78953 -1.10743 0.1435
H 1.04250 -0.24421 -1.49388 0.1558
H 1.81510 1.44713 0.76892 0.1314
H 1.60669 -0.32919 0.86673 0.1421
H -0.92621 1.41200 0.92712 0.1293
H -0.04466 0.59446 2.17647 0.1268
H -0.57026 -1.55910 1.68017 0.1113
H -2.01127 -0.64911 1.59349 0.1204
H -1.73927 -0.64947 -1.07084 0.1149
H -2.03787 -2.17553 -0.25790 0.1149
H 0.53712 -2.04513 -0.21812 0.0778
```

Values from the calculation:
charge	+1
lowest unoccupied orbital energy	-5.13	eV
molecular weight	102.16	g/mol
highest occupied orbital energy	-14.47	eV

If we sort the structures by their calculated energies, the order from most to least stable is <B>, <A>.